21
Properties=species:S:1:pos:R:3:forces:R:3:lowdin_charge:R:1 method="wB97M-V/def2-TZVPD" gap_ev="7.37 / 3.55" homo_energy_ev="-20.955 / -22.217" relative_energy_kcal_mol=51.62 total_charge=+3 spin_multiplicity=5 e_tot_ev=-33441.0715
O 0.647739 2.633382 -3.714337 0.9 3.7 -4.5 0.1564
C 0.491224 1.956782 -2.891199 -0.9 -3.9 4.8 -0.0308
Rh -0.178026 -0.268755 0.340935 0.3 -1.7 2.9 0.7875
O -2.563832 -1.243580 -1.453957 5.0 2.3 3.1 0.2796
C -1.642179 -0.800950 -0.887202 -7.9 -3.2 -5.8 -0.0563
C 1.465825 0.807361 0.774397 8.3 5.3 3.0 -0.0592
O 2.406357 1.349045 1.229808 -5.6 -3.3 -2.7 0.2675
C -1.209552 1.404560 0.675578 -4.7 6.7 2.3 -0.0772
O -1.859963 2.293138 1.025339 2.8 -3.8 -1.5 0.2775
C 1.018730 -1.379724 -0.806776 7.0 -7.7 -5.8 -0.0518
O 1.715594 -2.183133 -1.345308 -4.8 5.6 3.7 0.2544
C -0.939775 -3.067541 3.309608 0.2 0.5 -0.3 -0.0215
S -0.107662 -1.665693 2.383558 1.5 -1.5 1.2 0.9679
C -0.423664 -0.300999 3.595272 -0.5 -0.2 -0.6 -0.0588
O 1.395598 -1.994300 2.397307 -1.9 0.8 -0.4 -0.1886
H -1.916562 -2.703830 3.586583 -0.5 0.2 0.1 0.1021
H -0.281500 -3.240829 4.158529 0.2 0.0 0.1 0.1178
H -0.964502 -3.873089 2.614347 0.0 -0.8 -0.5 0.0865
H -0.229776 -0.721192 4.546824 0.4 -0.6 1.1 0.1009
H 0.225311 0.473217 3.316651 0.9 1.3 0.0 0.0524
H -1.458716 -0.066739 3.446024 -0.7 0.2 0.0 0.0935